Entry 1:
Molecular formula: C12H20N
Method: DFT, the ωB97M-V functional and the def2-TZVPD basis

```
! RIJCOSX wB97M-V def2-TZVPD def2/J DEFGRID3
* xyz 1 1
N -1.69967 1.96256 -0.38484
C 2.53858 0.68983 0.07642
C -2.06674 -0.39010 -0.15775
C -0.73766 2.22075 -1.10792
C -2.29420 0.92367 0.23095
C 2.86337 -1.59232 -0.35472
C 3.59851 1.64296 -0.23879
C 2.93900 -0.54642 0.76646
C 1.22685 0.91399 -0.17127
C 0.67445 1.82224 -1.06898
C -2.49849 -2.83238 -0.35864
C -2.96467 -1.47150 0.21519
C -3.26105 1.16911 1.38336
H 1.36462 2.47368 -1.61578
H -3.03312 0.28408 2.02258
H 3.48613 -2.47921 -0.23844
H -1.09915 3.12670 -1.61740
H -1.20568 -0.65460 -0.72080
H -1.99423 -2.70143 -1.26819
H -3.18425 2.09284 1.95389
H 4.25087 1.62089 0.68462
H -3.18989 -1.63784 1.38794
H -1.65050 -3.15676 0.21869
H 3.42895 -1.04313 -1.18036
H 3.91908 -0.41434 1.21474
H -3.92336 -1.24668 -0.13436
H 1.90588 -1.74177 -0.73393
H 0.43314 0.31118 0.39392
H 3.26126 2.65541 -0.47132
H 2.17677 -0.90780 1.47369
H -3.24728 -3.58395 -0.15081
H -4.26029 1.20716 0.98840
H 4.24275 1.28319 -1.03654
*
```

* LUMO (spin up / spin down): -0.2026 / -0.2156 Eh
* energy relative to the best compared isomer or geometry (same formula, charge and spin): 4.416 eV
* frontier orbital gap (spin up / spin down): 7.15 / 5.83 eV

Entry 2:
Molecular formula: C18H13F6N3O6S4Ta
Method: DFT, the ωB97M-V functional and the def2-TZVPD basis

```
! RIJCOSX wB97M-V def2-TZVPD def2/J DEFGRID3
* xyz 1 1
Ta -0.42082 -0.24850 -0.18107
S -2.29076 -0.74875 -1.05198
S 0.77067 -2.73753 0.61476
S 2.70241 0.86688 -1.19749
S 0.89218 2.60405 -0.35838
F 0.73953 -0.02559 -2.63851
F 1.30335 5.15248 -0.33018
F 2.61044 -1.11387 -2.88236
F 0.33064 4.45057 -2.13270
F 2.35731 0.81908 -3.82301
F -0.77734 4.55141 -0.27342
O 4.11060 0.82721 -1.19351
O -0.28711 1.77045 -0.81513
O 1.95135 0.08979 -0.20629
O 0.51717 -2.12328 -0.73844
O 1.04545 2.53613 1.05700
O 2.11406 -2.92279 1.03683
N 2.11450 2.33977 -1.26790
N -0.02441 -1.58001 1.37847
N -1.20767 0.57828 1.67047
C -2.29585 -7.88774 0.98521
C -0.84472 -0.02196 2.84389
C -0.10133 -4.24008 0.68936
C -0.14683 -1.24443 2.71982
C 0.29084 -1.89320 3.83997
C -2.28487 2.28880 2.93868
C -2.05302 -5.51444 0.18528
C -1.52072 -6.61029 0.86663
C 0.40713 4.32845 -0.82718
C -1.92572 1.69708 1.72991
C 0.01269 -1.33502 5.10977
C 2.09690 0.09103 -2.76388
C -1.35431 -4.32664 0.09286
C -1.88422 1.71677 4.12131
C -0.25739 -6.49369 1.44870
C 0.46092 -5.31604 1.36647
C -1.14372 0.52070 4.10221
C -0.68721 -0.17235 5.25061
H -3.02401 -5.59899 -0.28488
H -1.64078 -8.75392 0.90275
H 0.36601 -1.85634 5.98867
H -2.86696 3.19825 2.91995
H -3.06544 -7.95824 0.21919
H -2.78681 -7.93913 1.95915
H 0.17207 -7.34325 1.96387
H -0.89723 0.23222 6.23130
H 1.44840 -5.23025 1.79970
H 0.84684 -2.81825 3.76712
H -2.22151 2.13863 0.78832
H -1.76596 -3.48264 -0.44451
H -2.13992 2.17308 5.06928
*
```

* LUMO: -0.1594 Eh
* energy relative to the best compared isomer or geometry (same formula, charge and spin): 0.000 eV
* frontier orbital gap: 7.47 eV

Entry 3:
Molecular formula: C18H23N4
Method: DFT, the ωB97M-V functional and the def2-TZVPD basis

```
! RIJCOSX wB97M-V def2-TZVPD def2/J DEFGRID3
* xyz 1 1
N -0.43850 7.00533 -2.81897
N 2.68378 -1.19680 2.20563
N -0.27439 0.17966 -1.62497
N -1.78249 -4.23923 0.41192
C -2.70241 -4.44582 3.03349
C 4.57720 -0.98960 0.68094
C -0.78934 -1.17213 -1.43179
C -3.43773 -4.97249 1.98589
C 0.97640 0.13283 0.54787
C 0.32731 4.73807 -2.96294
C -1.09099 -3.73857 1.43327
C 0.02908 0.87751 -0.39413
C 2.29481 -0.09117 0.15615
C 0.50607 6.10730 -3.09322
C -1.61425 6.54243 -2.39541
C -2.93455 -4.84442 0.69876
C -1.50020 -3.81372 2.75498
C 3.11830 -0.74355 1.02195
C -0.90154 4.27741 -2.51871
C 0.52909 -0.34510 1.78261
C 1.41232 -0.98748 2.57794
C -1.89691 5.19487 -2.22707
H -1.08268 3.21427 -2.40297
H 4.80807 -2.05800 0.65568
H -2.86951 4.87553 -1.87823
H 4.81534 -0.50572 -0.26659
H -4.38041 -5.47213 2.15995
H -0.10563 -1.86232 -0.90866
H -0.50442 -0.20371 2.07865
H -3.05974 -4.52597 4.05222
H -0.89847 1.07298 0.16020
H 1.13017 4.05346 -3.20377
H -0.15822 -3.25021 1.16302
H 2.66833 0.23738 -0.80637
H 3.30513 -1.68923 2.83706
H 0.48426 0.21698 -2.29275
H -2.36255 7.29804 -2.18330
H -0.98551 -1.60764 -2.41650
H -0.89547 -3.38950 3.54664
H -3.47475 -5.24409 -0.15183
H 5.16805 -0.47822 1.45343
H -1.74370 -1.16093 -0.89247
H 0.49052 1.84153 -0.64820
H 1.45127 6.51524 -3.43473
H 1.10888 -1.35307 3.55532
*
```

* LUMO: -0.1575 Eh
* energy relative to the best compared isomer or geometry (same formula, charge and spin): 0.000 eV
* frontier orbital gap: 7.21 eV

Entry 4:
Molecular formula: C3H4N2O
Method: DFT, the ωB97M-V functional and the def2-TZVPD basis

```
! RIJCOSX wB97M-V def2-TZVPD def2/J DEFGRID3
* xyz 0 1
O 1.89808 -0.32010 0.14050
N -1.31409 -0.89081 0.05954
N -0.12440 -1.17261 -0.06782
C 0.74524 -0.11148 -0.06471
C -1.40933 0.47613 -0.01711
C -0.04298 1.02332 -0.02154
H 2.44542 0.55960 -0.19466
H -0.06952 -2.25476 -0.11648
H -2.45988 0.78054 0.40146
H 0.33146 1.91017 -0.11918
*
```

* SMILES string: Oc1ccn[nH]1
* LUMO: 0.0106 Eh
* energy relative to the best compared isomer or geometry (same formula, charge and spin): 3.862 eV
* frontier orbital gap: 8.32 eV